# 1
Density functional theory data (ωB97M-V/def2-TZVPD) for 4 unconnected molecules or ions with the total composition C29H40BrF24NO7 in a non-equilibrium geometry.

ORCA input file:
```
! wB97M-V def2-TZVPD RIJCOSX def2/J DEFGRID3
* xyz 0 1
C 3.33934 -1.55101 3.57012
C 1.85564 -1.85211 3.90702
C 1.15171 -2.78549 2.86643
O 0.23779 -2.10424 2.02644
C -0.99159 -1.90357 2.67503
O -1.64712 -3.16431 2.75557
C -2.19953 -3.45197 4.02950
C -1.90937 -0.91418 1.89378
C -1.16178 -0.05661 0.84527
C -0.55301 1.26256 1.40679
C 0.82410 1.64927 0.76356
C 1.91173 1.59924 1.89365
C 1.84438 2.88610 2.73387
N 2.52341 2.67789 4.03691
O -2.48445 -0.01098 2.83680
C -3.69419 -0.46160 3.40183
C -4.81400 0.59039 3.28369
C -4.43025 2.01998 3.68287
O -5.15209 2.87130 3.42338
Br -2.81015 2.49202 4.65776
H 3.95780 -1.47155 4.47768
H 3.40310 -0.60259 3.01546
H 3.81815 -2.32892 2.95324
H 1.29794 -0.89889 3.87870
H 1.77706 -2.23755 4.93554
H 1.95336 -3.18769 2.22575
H 0.71166 -3.66832 3.36091
H -0.76849 -1.44826 3.65712
H -2.16818 -2.61460 4.74092
H -3.26759 -3.71507 3.90582
H -1.72827 -4.33970 4.48956
H -2.66381 -1.49421 1.33466
H -1.92761 0.24534 0.10643
H -0.42003 -0.62033 0.27271
H -1.26090 2.07188 1.16463
H -0.41846 1.27467 2.49611
H 0.77451 2.70963 0.46063
H 1.10161 1.01375 -0.08354
H 1.64108 0.77420 2.57994
H 2.91173 1.35955 1.51367
H 2.32759 3.70834 2.19190
H 0.80433 3.20730 2.93870
H 1.87069 2.27439 4.69966
H 2.82421 3.57735 4.39624
H -3.53936 -0.67329 4.47963
H -4.05795 -1.41265 2.97448
H -5.69224 0.31598 3.88834
H -5.15847 0.57938 2.23714
F 0.95626 -1.22863 -3.94962
C 0.00454 -1.00156 -3.02033
F 0.55384 -0.18312 -2.08677
C -0.47751 -2.29275 -2.35887
F 0.51554 -2.87218 -1.65015
F -1.44396 -1.95428 -1.45548
C -1.10842 -3.33732 -3.29367
O -0.27186 -4.39608 -3.75076
C 0.53589 -4.16951 -4.85164
F 0.18417 -3.02154 -5.46203
F 0.27659 -5.16387 -5.72928
C 2.02433 -4.21128 -4.49781
F 2.32577 -3.32252 -3.53070
F 2.76803 -3.89512 -5.58466
H -0.82778 -0.46896 -3.48919
H -1.86930 -3.84403 -2.70023
H -1.65480 -2.87326 -4.11084
H 2.30887 -5.20718 -4.15080
F -5.06041 -1.58417 -3.71499
C -4.34100 -1.00570 -4.69580
F -3.13091 -1.63064 -4.71869
C -4.13496 0.49041 -4.46573
F -3.38079 0.70633 -3.36329
F -3.40954 0.95881 -5.52032
C -5.40672 1.34976 -4.38220
O -5.89391 1.65592 -3.08501
C -6.69526 0.72368 -2.44500
F -7.07827 -0.23658 -3.30922
F -7.81668 1.37219 -2.07194
C -6.02491 0.15097 -1.19401
F -4.82999 -0.40387 -1.48724
F -6.79991 -0.81862 -0.65433
H -4.83859 -1.19513 -5.65049
H -5.13623 2.32077 -4.79630
H -6.19634 0.97524 -5.03495
H -5.86778 0.93541 -0.44968
F 6.29875 5.01610 -0.66385
C 4.97694 4.82556 -0.47260
F 4.57735 5.72447 0.46249
C 4.66278 3.40996 0.00799
F 5.18849 3.18842 1.23200
F 3.31005 3.32658 0.15364
C 5.07728 2.26479 -0.93202
O 6.31346 1.62013 -0.66078
C 7.47470 2.19815 -1.14679
F 7.17891 3.17054 -2.03103
F 8.12201 1.23606 -1.83837
C 8.39017 2.68981 -0.02399
F 7.75368 3.56480 0.77981
F 9.46421 3.32683 -0.54755
H 4.44894 5.04880 -1.40422
H 4.33443 1.47987 -0.78723
H 4.98926 2.54532 -1.98234
H 8.73663 1.85141 0.58454
*
```

E_HOMO, eV: -8.95
Gap between HOMO and LUMO, eV: 9.3
Calculated total energy, eV: -181804.316
LUMO, eV: 0.33
SMILES: CCCO[C@H](OC)[C@H](CCCCCN)OCCC(=O)Br.FC(F)C(F)(F)COC(F)(F)C(F)F.FC(F)C(F)(F)COC(F)(F)C(F)F.FC(F)C(F)(F)COC(F)(F)C(F)F

=====

# 2
Density functional theory data (ωB97M-V/def2-TZVPD) for a molecular structure, C29H40IrN5O3S2 in a non-equilibrium geometry.

ORCA input file:
```
! wB97M-V def2-TZVPD RIJCOSX def2/J DEFGRID3
* xyz 3 6
Ir -0.90140 -0.22812 0.49858
C -7.88675 -0.36705 1.01070
O -8.10000 0.83800 0.30486
C -7.43068 1.11585 -0.79691
C -6.48317 0.26368 -1.40708
C -5.78071 0.68825 -2.50261
C -6.00184 1.97892 -3.04458
C -7.02377 2.79008 -2.49947
C -7.69062 2.37927 -1.38018
N -5.28963 2.41381 -4.09612
N -4.17988 2.15248 -4.50694
C -3.06395 1.78490 -3.85664
C -2.15288 0.91872 -4.48405
C -1.19090 0.24570 -3.76517
C -1.09774 0.38916 -2.35738
O -0.40188 -0.36335 -1.61066
C -1.88805 1.44872 -1.75157
N -1.69091 1.68947 -0.44074
C -2.25612 2.73144 0.13094
C -3.08676 3.60780 -0.57387
C -3.40525 3.31311 -1.88044
C -2.81802 2.19776 -2.49783
H -8.41701 -0.25091 1.95493
H -6.81805 -0.52126 1.19943
H -8.30531 -1.22223 0.47201
H -6.30550 -0.72949 -1.02478
H -5.06288 0.03850 -2.97953
H -7.23134 3.74942 -2.94815
H -8.44137 2.99875 -0.91419
H -2.29381 0.71503 -5.53478
H -0.53470 -0.45719 -4.25240
H -2.03005 2.90526 1.17344
H -3.46924 4.49280 -0.08981
H -4.06479 3.96715 -2.43016
O -0.22596 0.43698 2.42005
S 1.11307 1.13392 2.75446
C 1.03941 1.33807 4.58100
C 2.26532 0.62015 5.11842
C 2.36724 -0.67474 4.31951
C 2.29542 -0.26515 2.85718
H 0.10947 0.87220 4.90681
H 1.02305 2.39864 4.81806
H 2.16358 0.42662 6.18729
H 3.15997 1.22938 4.97640
H 1.53517 -1.33437 4.57296
H 3.29287 -1.20860 4.52882
H 1.93747 -1.04594 2.18449
H 3.25030 0.10566 2.49004
C -2.30500 -6.15985 0.37546
C -2.88342 -6.01639 -1.02181
C -4.34077 -5.55902 -1.09715
C -4.53831 -4.06325 -0.82278
N -4.18907 -3.70512 0.53736
C -3.48039 -2.66359 0.93711
S -2.95957 -1.47767 -0.21354
N -3.20373 -2.45999 2.22475
C -3.92918 -3.05394 3.33780
C -5.32771 -2.43624 3.44460
C -6.16799 -3.09282 4.53631
C -7.55415 -2.48401 4.62539
H -1.37038 -6.71414 0.32833
H -2.97747 -6.70079 1.03606
H -2.06924 -5.19358 0.82003
H -2.84456 -6.99964 -1.50283
H -2.25276 -5.35500 -1.61995
H -4.95273 -6.15466 -0.41664
H -4.71488 -5.73870 -2.10717
H -5.59409 -3.81542 -0.98174
H -3.93583 -3.46954 -1.51293
H -4.50233 -4.37214 1.23668
H -2.69593 -1.60735 2.43618
H -3.35647 -2.85233 4.24280
H -3.99428 -4.13790 3.21980
H -5.84638 -2.53476 2.48603
H -5.22178 -1.37009 3.65619
H -5.65927 -2.99222 5.49702
H -6.25523 -4.16407 4.33869
H -7.49765 -1.41945 4.84350
H -8.12054 -2.96090 5.41815
H -8.09389 -2.60568 3.68735
*
```

E_HOMO (alpha / beta), eV: -16.28 / -17.02
⟨S²⟩: 8.84
Gap between HOMO and LUMO (alpha / beta), eV: 6.5 / 5.1
Calculated total energy, eV: -68794.519
LUMO (alpha / beta), eV: -9.82 / -11.93